Entry 1:
This record from the Open Molecules 2025 dataset describes a structure of composition C3H6O3Sc. The level of theory is ωB97M-V with the def2-TZVPD basis set.

Calculated values
Total charge ... +2
Calculated total energy ... -30028.8692 eV
<S²> ... 0.75
Highest occupied orbital energy (spin up / spin down) ... -18.84 / -19.51 eV
LUMO level (spin up / spin down) ... -0.4141 / -0.4126 hartree
Multiplicity ... 2

Each line ends with the natural charge from an NBO analysis.
CARTESIAN COORDINATES (ANGSTROEM)
H: 1.75443 -1.54336 0.27171  0.577
O: 0.50417 -1.91972 0.55541  -0.550
Sc: 1.85417 1.52462 -0.21566  1.893
O: -0.78262 -0.21127 -0.50016  -0.481
C: 0.20785 -1.00755 -0.25937  1.029
O: 1.34720 -0.54443 -0.65526  -0.909
C: -1.86151 0.05885 0.42332  -0.080
C: -2.72543 1.13093 -0.19267  -0.646
H: -2.39313 -0.88793 0.55968  0.237
H: -1.44903 0.34893 1.39428  0.193
H: -2.86032 0.96247 -1.26891  0.253
H: -3.70977 1.10853 0.29305  0.279
H: -2.28475 2.12594 -0.04835  0.206

Entry 2:
This record from the Open Molecules 2025 dataset describes a structure of composition C3H6O3Tm. The level of theory is ωB97M-V with the def2-TZVPD basis set.

Calculated values
Total charge ... +2
Calculated total energy ... -38856.0654 eV
<S²> ... 3.75
Highest occupied orbital energy (spin up / spin down) ... -16.51 / -16.51 eV
LUMO level (spin up / spin down) ... -0.3873 / -0.4549 hartree
Multiplicity ... 4

Each line ends with the natural charge from an NBO analysis.
CARTESIAN COORDINATES (ANGSTROEM)
C: -1.47039 0.65755 -0.48020  -0.321
C: -0.82714 -0.34180 0.14236  0.025
O: 0.31330 -0.87771 -0.46514  -0.602
C: 0.94255 -1.87933 0.11347  0.559
O: 1.97130 -2.07013 -0.69911  -0.841
Tm: 1.95400 -0.69646 -2.69517  1.862
H: -2.48248 0.88822 -0.14918  0.284
H: -1.00213 1.17559 -1.31883  0.191
H: -1.26713 -1.01158 0.88090  0.256
H: 2.57672 -2.75744 -0.38741  0.581
H: -0.23507 1.52219 1.94712  0.457
O: -0.57682 2.47235 1.81253  -0.916
H: 0.10328 2.91856 1.29866  0.467

| no. | strongest force on any atom (Eh/bohr) |
| --- | --- |
| 1 | 0.0924 |
| 2 | 0.0602 |